Entry 1:
The ion C2H6N2O3P with charge -1 in a non-equilibrium geometry, computed with ωB97M-V/def2-TZVPD.

Each line ends with the Mulliken charge.
CARTESIAN COORDINATES (ANGSTROEM)
N (2.4775, -1.2147, -0.2830)  -0.7160
P (1.4843, 0.1295, -0.0251)  0.9657
O (1.8120, 0.8250, 1.2350)  -0.6855
O (1.2372, 0.8528, -1.2910)  -0.6946
O (-0.1115, -1.0781, 0.3608)  -0.4212
N (-1.3805, -0.5712, 0.3643)  -0.1816
C (-1.7282, 0.4093, -0.6491)  -0.3307
C (-1.5525, 0.8049, 0.7661)  -0.3375
H (2.4741, -1.7689, 0.5588)  0.2872
H (2.0688, -1.7344, -1.0461)  0.2769
H (-2.7301, 0.2969, -1.0486)  0.2042
H (-0.9638, 0.7038, -1.3492)  0.2402
H (-0.6607, 1.3562, 1.0276)  0.1976
H (-2.4266, 0.9890, 1.3795)  0.1954

Summary:
Total charge ... -1
ΔE to the lowest compared entry with this formula, charge and spin ... 3.107 eV
Energy ... -20584.3358 eV
HOMO ... -4.19 eV
Orbital gap ... 8.428 eV



Entry 2:
A structure of composition C2H6N2OS in a non-equilibrium geometry, computed with ωB97M-V/def2-TZVPD.

Each line ends with the Mulliken charge.
CARTESIAN COORDINATES (ANGSTROEM)
C (0.8562, -1.3042, -0.0087)  -0.9886
C (0.2621, 0.1285, -0.0990)  0.5791
H (1.9654, -1.2572, -0.1932)  0.2949
H (-0.0851, -2.0208, -0.7630)  0.3370
H (0.5092, -1.5135, 1.0471)  0.3422
H (1.2725, 1.3430, 1.2656)  0.3078
H (-0.5575, 2.4910, 1.3375)  0.1948
H (-2.8785, -0.9307, -1.7525)  0.1800
N (1.0608, 1.3030, 0.1347)  -0.2670
N (-0.9758, 0.4393, -0.1681)  -0.3426
O (0.3892, 2.4371, -0.2265)  -0.3270
S (-1.8185, -1.1155, -0.5738)  -0.3106

Summary:
Total charge ... 0
ΔE to the lowest compared entry with this formula, charge and spin ... 10.266 eV
Energy ... -18024.5389 eV
HOMO ... -9.07 eV
Orbital gap ... 7.202 eV



Entry 3:
A cluster of 2 separate species, C2H6N2OS in total in a non-equilibrium geometry, computed with ωB97M-V/def2-TZVPD.

Each line ends with the Mulliken charge.
CARTESIAN COORDINATES (ANGSTROEM)
C (0.7974, -1.0769, 0.0855)  -0.5039
C (-1.3193, -0.0118, -0.8287)  -0.6449
N (1.4020, 1.0902, 0.8369)  -0.1892
N (1.8193, -0.1681, 0.3067)  -0.0297
O (1.7903, 1.0215, -0.5705)  -0.2107
S (-2.0110, 1.1296, 0.3416)  -0.1203
H (1.1013, -1.8598, -0.5895)  0.3266
H (0.1062, -1.4180, 0.8707)  0.3316
H (-1.1170, 0.5489, -1.7079)  0.2682
H (-1.7380, -1.0199, -0.8795)  0.3900
H (2.1107, 1.5501, 1.3975)  0.2561
H (-2.9419, 0.2143, 0.7372)  0.1262

Summary:
Total charge ... 0
ΔE to the lowest compared entry with this formula, charge and spin ... 8.786 eV
Energy ... -18026.0197 eV
HOMO (alpha / beta) ... -7.93 / -7.69 eV
Orbital gap (alpha / beta) ... 8.235 / 7.878 eV



Entry 4:
A structure of composition C2H6N2S in a non-equilibrium geometry, computed with ωB97M-V/def2-TZVPD.

Each line ends with the Mulliken charge.
CARTESIAN COORDINATES (ANGSTROEM)
C (-0.4208, 0.4027, -0.5697)  -0.4569
C (-0.2435, -0.9566, -0.3316)  0.1799
H (-0.1371, 0.9895, 1.3235)  0.3316
H (0.3478, 2.5228, -0.0770)  0.3005
H (-0.2152, 0.6118, -1.5631)  0.3550
H (-1.4869, 0.6249, -0.3221)  0.2850
H (0.7940, -1.9409, 0.9666)  0.1035
H (1.6114, -0.2782, 0.3568)  0.3941
N (0.5330, 1.2591, 0.2661)  -0.7561
N (0.6872, -1.1463, 0.6490)  -0.4238
S (-1.4697, -2.0889, -0.6985)  -0.3129

Summary:
Total charge ... 0
ΔE to the lowest compared entry with this formula, charge and spin ... 4.770 eV
Energy ... -15982.0288 eV
HOMO ... -8.27 eV
Orbital gap ... 8.512 eV



Entry 5:
The molecule C2H6N2S in a non-equilibrium geometry, computed with ωB97M-V/def2-TZVPD.

Each line ends with the Mulliken charge.
CARTESIAN COORDINATES (ANGSTROEM)
C (-0.8291, -0.1795, 1.8902)  -0.6364
N (-0.2139, -0.6746, 0.6591)  -0.4945
C (0.0382, 0.0792, -0.3433)  0.0899
N (0.8068, -0.3545, -1.4000)  -0.2987
S (0.7232, 0.4411, -2.9283)  -0.1521
H (-0.2806, -0.6585, 2.7130)  0.2345
H (-1.8298, -0.6644, 1.9461)  0.2492
H (-0.8897, 0.9728, 1.9676)  0.2776
H (-0.3668, 1.1178, -0.4311)  0.2864
H (1.0389, -1.3446, -1.3746)  0.2963
H (1.8027, 1.2651, -2.6988)  0.1478

Summary:
Total charge ... 0
ΔE to the lowest compared entry with this formula, charge and spin ... 1.165 eV
Energy ... -15985.6335 eV
HOMO ... -8.93 eV
Orbital gap ... 9.742 eV



Entry 6:
The molecule C2H6N2S2 in a non-equilibrium geometry, computed with ωB97M-V/def2-TZVPD.

Each line ends with the Mulliken charge.
CARTESIAN COORDINATES (ANGSTROEM)
H (-1.6204, -0.7250, 0.9463)  0.2743
N (-1.3080, 0.0683, 0.3895)  -0.6632
C (-0.2112, -0.1162, -0.1944)  0.5543
C (0.6824, -1.3219, -0.0444)  -0.6503
S (0.4851, -2.1863, 1.5917)  -0.2214
N (0.2955, 0.8611, -1.0869)  -0.3188
S (-0.3466, 2.3945, -1.2659)  -0.1727
H (0.5598, -2.0626, -0.8100)  0.3435
H (1.7086, -0.9675, -0.0229)  0.3188
H (0.4862, -1.0857, 2.2866)  0.1400
H (1.2879, 0.6745, -1.2816)  0.2648
H (-0.3779, 2.9594, -0.0162)  0.1309

Summary:
Total charge ... 0
ΔE to the lowest compared entry with this formula, charge and spin ... 0.659 eV
Energy ... -26821.1550 eV
HOMO ... -9.06 eV
Orbital gap ... 9.650 eV